The following is a DFT calculation (ωB97M-V/def2-TZVPD) of C47H41Cl5GeN5O3PdS2 as an isolated structure.

Properties
LUMO level (alpha / beta), eV: -2.0 / -4.6
Charge: +1
Spin multiplicity: 5
⟨S²⟩: 6.07
Energy relative to the best compared isomer or geometry (same formula, charge and spin), kcal/mol: 0.0

Atoms and positions in Å:
Pd (-1.35, 1.99, 1.53)
Cl (-3.50, 0.98, 3.06)
C (-2.67, 0.79, 4.56)
C (-3.21, 0.07, 5.59)
C (-2.50, -0.07, 6.78)
C (-1.26, 0.53, 6.95)
C (-0.71, 1.28, 5.93)
Cl (0.81, 2.04, 6.12)
C (-1.39, 1.45, 4.68)
N (-0.89, 2.19, 3.72)
H (-4.19, -0.38, 5.47)
H (-2.92, -0.66, 7.59)
H (-0.71, 0.42, 7.87)
Cl (-3.32, -4.64, -5.56)
C (-2.79, -4.65, -3.92)
C (-1.56, -4.10, -3.58)
C (-1.16, -4.12, -2.26)
C (-1.94, -4.67, -1.25)
C (-1.44, -4.61, 0.18)
C (-2.28, -3.64, 1.06)
N (-2.27, -2.24, 0.66)
C (-2.92, -1.71, -0.43)
C (-2.65, -0.38, -0.43)
N (-1.88, -0.07, 0.66)
C (-1.63, -1.22, 1.27)
O (-1.54, -5.89, 0.77)
C (-0.48, -6.28, 1.63)
C (0.85, -6.38, 0.94)
C (2.03, -5.97, 1.47)
Cl (2.28, -5.19, 2.98)
S (3.37, -6.33, 0.44)
C (2.32, -6.99, -0.74)
C (1.03, -6.96, -0.35)
C (-3.18, -5.21, -1.62)
Cl (-4.28, -5.89, -0.46)
C (-3.60, -5.20, -2.94)
H (-0.94, -3.66, -4.35)
H (-0.19, -3.71, -2.01)
H (-0.40, -4.28, 0.16)
H (-1.92, -3.70, 2.09)
H (-3.30, -4.00, 1.03)
H (-3.52, -2.32, -1.09)
H (-2.98, 0.37, -1.13)
H (-1.06, -1.32, 2.18)
H (-0.78, -7.26, 1.98)
H (-0.40, -5.62, 2.50)
H (2.73, -7.38, -1.66)
H (0.20, -7.34, -0.94)
H (-4.56, -5.62, -3.20)
C (-3.85, 4.85, 4.39)
N (-2.56, 5.21, 3.82)
C (-1.60, 5.99, 4.43)
C (-0.55, 6.07, 3.58)
N (-0.90, 5.35, 2.46)
C (-2.12, 4.81, 2.62)
S (-2.98, 3.90, 1.45)
H (-3.91, 5.26, 5.39)
H (-3.96, 3.77, 4.43)
H (-4.66, 5.26, 3.78)
H (-1.74, 6.42, 5.40)
H (0.39, 6.58, 3.67)
H (-0.30, 5.06, 1.68)
O (0.11, 3.57, 0.68)
C (1.10, 2.78, 0.82)
O (0.92, 1.64, 1.32)
C (2.47, 3.28, 0.40)
C (2.55, 3.75, -1.06)
Ge (2.23, 2.29, -2.39)
C (2.75, 0.68, -1.39)
C (1.85, -0.25, -0.89)
C (2.25, -1.16, 0.08)
C (3.56, -1.17, 0.53)
C (4.49, -0.29, -0.01)
C (4.08, 0.63, -0.96)
C (3.57, 2.32, -3.84)
C (4.78, 2.99, -3.68)
C (5.81, 2.82, -4.59)
C (5.64, 1.98, -5.68)
C (4.43, 1.32, -5.86)
C (3.40, 1.49, -4.94)
C (0.44, 2.35, -3.18)
C (0.32, 2.90, -4.46)
C (-0.92, 3.02, -5.07)
C (-2.07, 2.60, -4.40)
C (-1.97, 2.07, -3.13)
C (-0.72, 1.94, -2.53)
H (3.19, 2.48, 0.58)
H (2.70, 4.11, 1.08)
H (3.55, 4.15, -1.25)
H (1.83, 4.56, -1.23)
H (0.82, -0.24, -1.24)
H (1.53, -1.83, 0.53)
H (3.85, -1.85, 1.32)
H (5.51, -0.32, 0.33)
H (4.80, 1.34, -1.36)
H (4.92, 3.66, -2.83)
H (6.75, 3.34, -4.45)
H (6.45, 1.83, -6.38)
H (4.29, 0.66, -6.71)
H (2.46, 0.96, -5.09)
H (1.20, 3.25, -4.98)
H (-1.00, 3.44, -6.06)
H (-3.04, 2.69, -4.88)
H (-2.86, 1.76, -2.59)
H (-0.66, 1.51, -1.54)

Results of the Löwdin charge analysis, in e, for atoms 1 through 6: atom 1 (Pd): 0.814, atom 2 (Cl): 0.754, atom 3 (C): -0.570, atom 4 (C): -0.089, atom 5 (C): -0.035, atom 6 (C): -0.090